The following is a DFT calculation (wB97M-V/def2-TZVPD) of a molecular structure, C39H46BaP2.

Geometry as XYZ:
```
88
Properties=species:S:1:pos:R:3:forces:R:3:lowdin_charge:R:1
Ba -1.63921 -1.90910 -2.30273 1.8453 -0.7460 1.0859 1.72
C -2.23246 0.57951 -3.98345 0.2251 0.9571 -0.2214 -0.21
C -2.10714 1.58778 -3.09539 0.2290 0.1426 -1.0482 -0.10
C -3.23789 2.37440 -2.49832 -0.1228 0.4579 0.8494 -0.17
C -4.40053 1.55476 -1.87655 0.0979 0.7979 -0.3130 -0.16
C -4.02277 0.21259 -1.33075 -0.6987 -0.3502 0.2840 -0.11
C -4.08618 -0.93368 -2.02231 -0.7167 -0.2577 0.1488 -0.34
C -4.15311 -1.08759 -3.53263 -0.7154 -0.1433 -0.6624 -0.28
C -3.55083 0.02990 -4.44855 -0.5135 -0.3861 -0.3859 -0.19
C 1.03676 -1.20385 2.34696 0.5587 0.1072 -0.1327 -0.20
H -1.36084 0.27526 -4.59483 -0.1985 0.0351 0.7622 0.11
H -1.11607 2.01549 -2.88499 -0.3038 -0.4010 -0.1825 0.11
H -3.68514 3.11128 -3.20184 0.4754 -0.5388 0.0680 0.13
H -2.79868 2.99561 -1.69920 -0.1667 -0.2287 -0.2498 0.10
H -4.79883 2.16004 -1.04384 0.0814 -0.3160 -0.3099 0.12
H -5.22161 1.48284 -2.61030 0.3408 -0.2815 0.2855 0.12
H -3.86734 0.18622 -0.24654 -0.1037 -0.2473 -0.3678 0.10
H -4.18195 -1.90308 -1.47711 0.2755 0.8100 -0.1843 0.07
H -5.21517 -1.20310 -3.79303 0.2027 -0.0852 -0.1023 0.13
H -3.71361 -2.07393 -3.86802 -0.4216 0.5853 0.4188 0.05
H -3.38302 -0.41613 -5.44887 -0.2031 0.0895 0.4968 0.12
H -4.31338 0.80739 -4.63024 0.4099 -0.1140 0.3467 0.12
H 1.46883 -1.93927 1.65476 -0.0443 0.5481 -0.0937 0.04
H 1.22991 -1.58284 3.34269 -0.0118 0.0093 0.3919 0.06
H 1.53688 -0.23652 2.21299 -0.0168 -0.3952 -0.0467 0.02
P 1.00431 1.32884 -0.18519 -0.1364 -0.3583 0.3673 1.04
P -0.72169 -1.03617 2.11933 -1.3870 0.1967 -1.0011 0.94
C -0.75306 1.12431 0.20772 1.0977 1.5805 -2.6401 -0.41
C -1.35207 0.29508 1.13133 -0.5648 -1.2513 1.8287 -0.38
C 1.33299 3.11496 -0.15264 0.3705 0.5098 0.2909 -0.39
C 0.56434 4.21219 -0.59923 0.7917 0.0329 0.3266 -0.09
C 1.09142 5.50779 -0.45303 -0.0435 -0.0454 -0.0609 -0.10
C 2.35417 5.72667 0.11717 0.0030 -0.5108 0.0959 -0.09
C 3.10215 4.62598 0.56255 -0.1235 0.4051 -0.2078 -0.08
C 2.59811 3.33762 0.43169 -0.3607 0.3361 -0.1923 -0.12
C 1.48240 0.94873 -1.92688 -1.2653 0.8571 -0.9347 -0.36
C 0.75637 -0.08344 -2.55275 -0.2727 -0.0145 -0.6788 -0.29
C 1.27497 -0.82171 -3.62926 0.1328 1.0019 0.1826 -0.15
C 2.48186 -0.37063 -4.20165 -0.1376 -0.1556 0.3582 -0.09
C 2.99905 0.87989 -3.81855 -0.4600 -0.2569 0.1985 -0.07
C 2.43551 1.59663 -2.74184 0.4355 -0.6491 0.3235 -0.05
C -1.52621 -0.83670 3.72852 -0.4356 0.1209 0.4033 -0.30
C -1.23032 0.30476 4.49927 -0.2842 -0.4131 0.1115 -0.07
C -1.85316 0.48636 5.73705 0.1516 -0.0692 -0.1520 -0.08
C -2.77615 -0.44766 6.22313 0.1890 -0.0429 -0.5091 -0.08
C -3.11771 -1.53881 5.41523 0.0432 0.1666 0.2284 -0.08
C -2.50368 -1.74262 4.17477 0.1767 0.3395 0.2513 -0.07
C -1.28308 -2.62149 1.42709 0.0145 0.6660 0.3146 -0.35
C -0.53060 -3.80483 1.59674 0.4530 -1.0068 -0.3455 -0.10
C -0.70573 -4.86497 0.70751 0.6741 0.2700 1.0295 -0.10
C -1.71999 -4.81338 -0.25533 -0.1891 -0.0463 -1.5417 -0.16
C -2.65139 -3.75824 -0.23326 -0.2654 0.6148 0.9328 -0.31
C -2.45459 -2.67322 0.64479 -0.4044 -0.7097 -0.8806 -0.22
H -1.34496 1.96581 -0.18338 -0.1255 -0.4091 0.3057 0.03
H -2.37931 0.56340 1.43050 0.5040 -0.2270 0.0545 0.06
H -0.42235 4.08135 -1.05645 0.3446 -0.0349 0.1808 0.09
H 0.51669 6.37221 -0.79837 0.1208 -0.3224 0.1019 0.10
H 2.75867 6.74098 0.22513 -0.2734 -0.4531 -0.0930 0.10
H 4.08759 4.75899 1.00422 -0.1850 0.0857 -0.0652 0.10
H 3.18179 2.47712 0.77480 -0.1306 0.2676 -0.1033 0.08
H -0.34417 0.06759 -2.40044 1.3121 -0.5861 0.5974 -0.05
H 0.73223 -1.69024 -4.02833 0.3072 0.2819 -0.1683 0.06
H 2.98537 -0.97480 -4.95296 -0.1020 0.2160 0.0663 0.10
H 3.87142 1.28384 -4.34074 -0.4311 -0.0727 0.1058 0.11
H 2.73838 2.63609 -2.54815 0.1883 -0.7092 0.2824 0.11
H -0.52048 1.04466 4.12016 -0.2055 -0.2262 0.1584 0.12
H -1.60693 1.37033 6.32014 -0.0399 -0.1736 -0.0247 0.10
H -3.21953 -0.31533 7.21580 0.0906 -0.0600 -0.4793 0.11
H -3.87566 -2.23648 5.76442 0.1649 0.0477 -0.0886 0.10
H -2.79314 -2.60351 3.56677 0.2061 0.2784 0.1667 0.10
H 0.21450 -3.88011 2.40916 -0.3005 0.0960 -0.7079 0.12
H -0.02815 -5.72960 0.74740 -0.4293 0.3968 0.0756 0.11
H -1.79646 -5.57280 -1.04667 -0.0621 0.1899 0.6131 0.09
H -3.55047 -3.80465 -0.87175 0.2872 -0.0973 0.2952 0.08
H -3.20879 -1.88101 0.71645 0.3236 -0.1200 -0.1282 0.09
C 6.84894 -0.65480 1.00318 0.2903 -0.3165 0.2543 -0.14
C 5.53478 -1.39050 1.35659 -0.2334 0.3017 -0.0586 -0.59
C 5.43809 -1.66384 2.86982 0.4569 -0.2946 -0.3164 -0.13
C 4.35707 -0.59895 0.93462 -1.2216 -0.0733 -0.2364 -0.16
H 6.92101 0.27630 1.58404 -0.0840 -0.1541 -0.1552 0.06
H 6.88879 -0.39820 -0.06289 -0.1362 -0.0611 0.2442 0.06
H 7.72930 -1.26969 1.23352 0.1688 -0.0165 0.0167 0.05
H 5.50688 -2.35137 0.80068 0.3121 0.1914 0.3249 0.10
H 5.50076 -0.71825 3.42499 -0.0215 -0.1286 -0.0844 0.07
H 4.49012 -2.15456 3.12070 0.1311 0.1230 -0.1257 0.05
H 6.25623 -2.31818 3.19552 -0.0126 0.1299 0.1495 0.06
H 4.15105 -0.46943 -0.12592 0.0227 0.2353 0.0908 -0.05
H 3.89589 0.07771 1.65522 0.0556 0.0777 -0.1849 -0.04
```
Forces are in eV/Å.

Values from the calculation:
M in g/mol: 714.07
DFT total energy in Ha: -2221.465205
Frontier orbital gap (alpha / beta) in eV: 2.04 / 1.91
HOMO (alpha / beta) in Ha: -0.1109 / -0.1099